4 unconnected molecules or ions with the total composition C11H30BNO10P2 at a distorted geometry. Source: the Open Molecules 2025 dataset; level of theory: wB97M-V/def2-TZVPD.

Output
HOMO energy (eV): -7.35
Calculated total energy (a.u.): -1951.72088

Structure (XYZ):
```
55
C11H30BNO10P2, DFT wB97M-V/def2-TZVPD
P 1.844 5.228 4.389
P -0.241 5.134 5.147
O 0.743 -2.699 -2.645
O -3.170 5.794 5.160
O 0.356 1.967 2.054
O -0.278 1.281 -0.046
O -2.782 -6.172 -7.357
O 1.944 -3.848 -4.232
O -1.579 -5.898 -5.418
O 1.797 -1.663 -4.404
O -1.976 -7.938 -6.128
O -0.229 -0.130 1.766
N -2.144 4.620 7.336
C -2.552 -8.827 -7.083
C 2.773 3.750 5.252
C -1.708 -4.486 -5.574
C 1.632 -5.060 -3.548
C -0.071 1.062 1.138
C 1.425 -2.733 -3.657
C -0.679 -1.186 0.919
C 0.566 3.277 1.530
C -2.174 -6.623 -6.398
C 2.541 6.832 5.244
C 1.319 -0.411 -3.914
B -2.039 5.197 5.909
H -0.218 6.596 5.279
H 2.110 7.821 4.765
H 2.321 2.705 4.977
H -1.388 5.156 7.859
H 0.048 -1.377 0.122
H 2.725 3.992 6.419
H -1.725 3.646 7.246
H 0.906 3.918 2.348
H -1.662 -0.952 0.500
H 3.713 6.815 5.328
H -1.232 -4.155 -6.502
H -0.726 4.580 3.909
H 1.676 0.373 -4.587
H -2.761 -4.189 -5.549
H 2.107 6.802 6.355
H 1.715 -0.212 -2.913
H -2.110 -8.670 -8.072
H -2.332 -9.851 -6.767
H -0.368 3.690 1.135
H -3.639 -8.704 -7.119
H -1.195 -4.005 -4.735
H 2.040 -5.046 -2.532
H 1.342 3.264 0.758
H 0.549 -5.225 -3.530
H -2.954 6.789 5.094
H 0.225 -0.391 -3.911
H -0.770 -2.091 1.526
H 2.096 -5.885 -4.094
H 0.267 4.363 6.275
H 3.924 3.774 4.979
```